This record from OMol25 describes C4H6O2 as an isolated structure in a non-equilibrium geometry. The level of theory is ωB97M-V/def2-TZVPD.

Structure (XYZ):
```
12
Properties=species:S:1:pos:R:3:forces:R:3
C -1.2508 0.2058 1.0999 0.4613 -0.2966 -0.0176
C -0.0225 0.3348 0.1489 0.4741 -0.1054 -0.1308
C 1.5737 -0.3293 -0.3769 -0.6632 0.1197 1.1533
O 1.1617 0.0526 -1.6636 -0.7584 -0.4415 -0.1770
C -0.1878 -0.1470 -1.2388 0.2018 -0.0084 -0.6175
O -0.9924 -0.8238 -1.7992 0.1391 0.7032 0.0675
H -0.9986 0.3289 2.1569 0.1554 -0.1153 -0.1742
H -1.9850 1.0092 0.8787 0.6709 -0.2844 -0.1831
H -1.8081 -0.7272 0.9738 0.3546 -0.0001 -0.0253
H 0.3530 1.3531 0.1897 -0.2010 0.1347 -0.3005
H 1.6523 -1.4213 -0.3157 -0.1662 0.2394 0.3116
H 2.5045 0.1643 -0.0537 -0.6684 0.0547 0.0936
```
Positions in Å, forces in eV/Å.

Results
- HOMO energy: -10.606 eV
- Relative energy (zero: lowest compared OMol25 entry of this formula, charge and spin): 206.22 kJ/mol
- Spin multiplicity: 1
- Charge: 0